The following is a DFT calculation (ωB97M-V/def2-TZVPD) of an isolated molecule of C4H10N2S in a non-equilibrium geometry.

Properties
- SMILES: CC/N=C(\C)NS
- Calculated total energy: -665.930785 Ha
- Net charge: 0
- LUMO energy: 0.56 eV

Atoms and positions in Å:
C: 1.89557 -1.49278 -0.47306
C: 1.18817 -0.46471 0.46921
N: -0.28108 -0.68250 0.07760
C: -0.98495 0.44021 -0.04841
C: -0.31200 1.90960 -0.18439
N: -2.27800 0.35954 -0.26523
S: -3.14513 -1.16210 -0.07027
H: 2.17762 -0.90146 -1.36846
H: 0.92559 -2.26640 -0.60894
H: 2.94446 -2.25787 -0.22289
H: 1.50425 0.64069 0.57601
H: 1.34940 -0.77921 1.55195
H: 0.36557 2.25881 0.62359
H: 0.32185 1.96290 -1.00562
H: -1.19958 2.74215 -0.18024
H: -2.59251 1.39022 0.21292
H: -1.87923 -1.69711 0.91625

The following is a DFT calculation (ωB97M-V/def2-TZVPD) of a structure of composition C24H26N4PbSi in a non-equilibrium geometry.

Properties
- Calculated total energy: -1631.300042 Ha
- Net charge: 0
- LUMO energy: -0.66 eV

Atoms and positions in Å:
C: -2.53318 -0.16063 0.45070
C: -2.23519 -1.38075 1.12905
C: -1.78590 -1.06065 2.43062
H: -2.34064 -2.38066 0.71710
C: -1.82982 0.34990 2.58960
C: -2.26726 0.91537 1.34696
H: -2.38608 1.97349 1.14810
H: -2.91522 -0.08343 -0.57178
H: -1.47910 -1.75116 3.20896
H: -1.66974 0.90244 3.51433
Pb: 1.23413 1.68237 2.58361
C: 1.30071 0.36675 0.56703
H: 0.25181 0.68154 0.41144
H: 2.10129 1.02469 0.20527
H: 1.50841 -0.41085 1.29942
Si: 0.61569 -1.68991 -1.12354
C: 0.62362 -1.89353 -2.97100
C: -0.63376 -2.25913 -3.49227
H: -1.39198 -2.61419 -2.77741
C: -0.91449 -2.12409 -4.86208
H: -1.92084 -2.36939 -5.21728
C: 0.10658 -1.75517 -5.75403
H: -0.12227 -1.69244 -6.81451
C: 1.39524 -1.50353 -5.25606
H: 2.20379 -1.29527 -5.96870
C: 1.64748 -1.59456 -3.88548
H: 2.67623 -1.45824 -3.50167
C: 0.60495 -3.25477 -0.11568
C: 0.10125 -4.45428 -0.69658
H: 0.00116 -4.53060 -1.78164
C: -0.26845 -5.54076 0.11107
H: -0.71203 -6.41580 -0.35091
C: -0.06753 -5.50539 1.48471
H: -0.35409 -6.34122 2.10683
C: 0.47369 -4.35985 2.06230
H: 0.62164 -4.30415 3.14094
C: 0.86727 -3.26082 1.28301
H: 1.40308 -2.41595 1.73713
H: -0.58007 -0.84903 -0.93458
H: 1.59393 -0.76839 -0.74451
N: -1.05000 5.39559 1.95140
C: -2.04545 5.04179 2.86971
C: -1.65565 3.84780 3.42214
N: -0.43374 3.47965 2.86761
C: -0.09640 4.43179 1.96823
C: 1.11085 4.39806 1.16392
N: 2.03284 3.41702 1.23280
C: 3.01541 3.68695 0.28311
C: 2.70031 4.86262 -0.33535
N: 1.50223 5.30145 0.22891
H: -1.04720 6.22827 1.35669
H: -2.91395 5.65488 3.07569
H: -2.13598 3.24144 4.17818
H: 3.87184 3.02082 0.15935
H: 3.23261 5.42660 -1.08836
H: 0.98796 6.14732 -0.04250

The following is a DFT calculation (ωB97M-V/def2-TZVPD) of a structure of composition C12H16AuCl3N in a non-equilibrium geometry.

Properties
- Multiplicity: 3
- Calculated total energy: -2037.807265 Ha
- ⟨S²⟩: 2.010
- Net charge: -1
- LUMO energy (spin up / spin down): 2.58 / 1.57 eV

Atoms and positions in Å:
Au: 0.39160 0.12816 2.23403
Cl: 1.06391 -1.40885 3.82395
Cl: 1.15638 1.88396 3.49842
C: -0.70256 1.17742 0.43460
H: -1.48107 1.95495 0.53861
H: 0.25532 1.67133 0.23929
C: -0.19219 -1.02677 0.52288
C: -1.16484 -0.09131 -0.19805
H: 0.74634 -1.07686 -0.02649
C: -2.59997 -0.18969 0.34137
H: -1.15506 -0.26861 -1.31719
C: -2.67343 -0.84420 1.71980
H: -3.04619 0.79504 0.50970
H: -3.29690 -0.65985 -0.33938
C: -2.10240 -2.24718 1.74339
H: -2.11604 -0.23664 2.45108
H: -3.70336 -0.85117 2.10398
C: -0.73558 -2.31498 1.02520
H: -1.98190 -2.60350 2.77467
H: -2.80858 -2.93450 1.26606
H: -0.02020 -2.76090 1.71561
H: -0.78846 -2.99638 0.17722
Cl: 4.79687 -0.38714 -2.37806
C: 3.41607 0.58134 -2.22528
C: 3.11287 1.50588 -3.23537
C: 1.95650 2.29516 -3.13160
C: 1.14790 2.10403 -2.00795
N: 1.49194 1.21898 -1.09090
C: 2.57301 0.46807 -1.11812
H: 3.77757 1.60165 -4.07961
H: 1.65979 3.03154 -3.86203
H: 0.22927 2.68499 -1.82493
H: 2.79342 -0.20397 -0.28488

The following is a DFT calculation (ωB97M-V/def2-TZVPD) of a structure of composition C11H7AlN2O6 in a non-equilibrium geometry.

Properties
- Calculated total energy: -1226.027307 Ha
- Net charge: +2
- LUMO energy (spin up / spin down): -10.66 / -10.67 eV

Atoms and positions in Å:
O: -2.65030 4.92747 -1.82828
C: -2.12982 3.94779 -2.08944
Al: 0.16117 -0.49698 -1.98905
O: -2.70668 -0.12005 -2.32212
C: -1.62291 0.09458 -2.78651
C: 0.53263 -2.38276 -2.74166
O: 0.68611 -3.30334 -3.37747
C: 0.32456 1.34851 -3.84837
O: 0.89800 2.30889 -4.16971
C: -1.11214 0.73743 -4.07736
O: -1.57213 0.55690 -5.18340
H: 1.41290 0.24946 -2.30722
N: 0.20620 -0.17101 4.98385
C: 1.14813 -0.62550 4.06833
O: 2.27644 -0.99773 4.39741
C: 0.73036 -0.56592 2.63830
C: -0.27247 0.26196 2.11152
C: -0.50069 0.27574 0.75023
N: 0.24741 -0.49799 -0.07390
C: 1.17512 -1.38306 0.41960
C: 1.45231 -1.39846 1.77874
H: 0.41874 -0.21185 5.96220
H: -0.77343 -0.10859 4.71600
H: -0.91448 0.84200 2.75685
H: -1.29348 0.87656 0.30969
H: 1.68804 -2.07199 -0.27462
H: 2.19044 -2.09205 2.17639

The following is a DFT calculation (ωB97M-V/def2-TZVPD) of an isolated molecule of C22H16F4N2O3S in a non-equilibrium geometry.

Properties
- SMILES: O=C(/C=C/c1ccc(F)cc1)Nc1cccc(S(=O)(=O)Nc2cccc(C(F)(F)F)c2)c1
- Calculated total energy: -1980.870366 Ha
- Net charge: 0
- LUMO energy: -0.35 eV

Atoms and positions in Å:
O: 0.32462 0.12338 -0.92861
C: 0.82782 1.09569 -0.40304
C: 2.28118 1.29006 -0.27807
C: 3.11468 0.31020 -0.65071
C: 4.56150 0.30673 -0.58857
C: 5.24283 -0.87292 -0.90583
C: 6.62066 -0.93757 -0.86158
C: 7.32698 0.19633 -0.49959
F: 8.67187 0.14630 -0.45586
C: 6.68788 1.38339 -0.18327
C: 5.30972 1.43174 -0.22847
N: 0.09635 2.12454 0.15011
C: -1.28113 2.15823 0.32698
C: -1.81575 2.97649 1.32534
C: -3.17687 3.00885 1.56532
C: -4.03480 2.20966 0.82448
C: -3.49658 1.42485 -0.17418
S: -4.55788 0.34021 -1.10298
O: -3.99508 0.09019 -2.39782
O: -5.92105 0.76858 -1.02639
N: -4.48517 -1.09914 -0.17714
C: -3.22499 -1.72339 -0.18324
C: -2.89145 -2.71188 -1.10410
C: -1.62412 -3.26434 -1.10667
C: -0.67168 -2.84246 -0.19568
C: -1.01174 -1.86844 0.73151
C: -0.01248 -1.43463 1.76155
F: -0.15108 -2.11902 2.91850
F: 1.26110 -1.61338 1.38627
F: -0.12509 -0.13690 2.10208
C: -2.28201 -1.31352 0.75312
C: -2.14736 1.39552 -0.45496
H: 2.62810 2.22598 0.13339
H: 2.65388 -0.59394 -1.02982
H: 4.67698 -1.74869 -1.18528
H: 7.15130 -1.84495 -1.10287
H: 7.27251 2.24735 0.09109
H: 4.81106 2.35729 0.01124
H: 0.61088 2.80631 0.69046
H: -1.15183 3.58418 1.92345
H: -3.56796 3.64760 2.34216
H: -5.09851 2.19051 0.99323
H: -5.22033 -1.69538 -0.53778
H: -3.62695 -3.02938 -1.82820
H: -1.37096 -4.02120 -1.83276
H: 0.32348 -3.25725 -0.20434
H: -2.54504 -0.57077 1.48943
H: -1.78379 0.77779 -1.25781

The following is a DFT calculation (ωB97M-V/def2-TZVPD) of a cluster of 2 separate species, C13H22N5O5 in total in a non-equilibrium geometry.

Properties
- Calculated total energy: -1158.377185 Ha
- Net charge: +1
- LUMO energy: -2.79 eV

Atoms and positions in Å:
O: -1.53151 1.74683 2.32667
O: 0.98071 1.87907 -5.05991
O: 1.81302 -0.91130 -6.27552
O: 2.35438 0.41013 4.93475
O: -1.13655 1.26039 -5.57560
C: -1.70729 0.59667 2.70071
C: 0.10912 1.03163 -5.09666
C: 0.93207 -1.28048 -5.51562
C: 1.17500 0.58131 4.66343
C: 0.26274 0.60599 -0.13535
C: 1.23446 0.31991 0.78057
C: 1.59678 -0.95324 -0.98393
N: 0.49540 -0.20849 -1.22639
N: 0.40139 1.16150 5.58834
N: -0.81744 -0.85960 -3.68998
N: -0.71984 -0.23713 3.04463
N: 2.05963 -0.65081 0.24506
C: -3.10963 0.03559 2.75646
C: 0.60693 -2.76885 -5.46140
C: -0.97548 1.64765 5.53153
C: 0.38271 -0.33167 -4.43965
C: 1.35240 0.91255 2.15790
C: 0.71440 0.06380 3.28066
H: -1.10432 2.15933 -5.94548
H: -0.54552 1.32079 -0.00334
H: 2.03349 -1.68154 -1.66134
H: -0.08800 -0.25459 -2.07029
H: 0.90877 1.37592 6.43498
H: -1.67054 -0.41830 -4.06817
H: -0.89831 -1.87708 -3.79089
H: -1.01983 -1.16627 3.29782
H: 2.88145 -1.03695 0.69823
H: -3.32949 -0.29846 3.76909
H: -3.81587 0.81921 2.48095
H: -3.20548 -0.79744 2.06257
H: 0.81376 -3.16857 -4.46636
H: 1.21801 -3.31351 -6.18823
H: -0.44565 -2.93270 -5.70695
H: -1.09529 2.35129 4.70521
H: -1.67702 0.81883 5.43495
H: -1.20559 2.18178 6.45603
H: 1.21293 -0.18155 -3.74705
H: 2.41602 1.03273 2.37567
H: 0.93087 1.91929 2.16130
H: 1.21223 -0.90365 3.22062

The following is a DFT calculation (ωB97M-V/def2-TZVPD) of a cluster of 2 separate species, CH4O2PS in total in a non-equilibrium geometry.

Properties
- Calculated total energy: -930.528701 Ha
- Net charge: -1
- LUMO energy: 3.49 eV

Atoms and positions in Å:
C: -0.58949 -0.73717 -0.23790
O: 2.10775 -0.75505 0.17314
O: 0.88007 1.44875 0.09465
P: 1.10036 -0.05569 -0.66578
S: -1.94478 0.27796 -0.68563
H: -0.70048 -1.11098 1.46198
H: -0.74726 -1.74697 -0.60675
H: 1.15330 1.27276 1.00225
H: -1.25948 1.40639 -0.53595

The following is a DFT calculation (ωB97M-V/def2-TZVPD) of a structure of composition C2H5OP in a non-equilibrium geometry.

Properties
- Calculated total energy: -495.620483 Ha
- Net charge: 0
- LUMO energy (spin up / spin down): -0.70 / -0.70 eV

Atoms and positions in Å:
C: -0.56559 -1.14763 -0.85633
C: -0.58374 -0.71880 -1.99951
O: -1.44102 -0.05536 1.65925
P: -0.78448 0.66359 0.53275
H: -0.45932 -1.70511 -0.00254
H: -1.96566 3.76151 0.52244
H: -0.73144 0.03791 -2.67978
H: -1.93974 1.25015 0.05815
H: -1.28478 3.90809 0.15519